No. 1
2
Properties=species:S:1:pos:R:3:forces:R:3:mulliken_charge:R:1 method="wB97M-V/def2-TZVPD" gap_ev=9.241 largest_force_ev_per_a=3.61 charge=0 e_homo_ha=-0.397
H 0.127 0.817 0.332 -0.5155 -3.3141 -1.3481 0.0000
H -0.127 -0.817 -0.332 0.5155 3.3141 1.3481 0.0000

No. 2
59
Properties=species:S:1:pos:R:3:forces:R:3:mulliken_charge:R:1 method="wB97M-V/def2-TZVPD" gap_ev=4.417 largest_force_ev_per_a=2.38 charge=-2 e_homo_ha=-0.084
Mg 4.126 -6.686 14.548 -0.2962 -0.4870 -0.0550 1.6998
Mg 7.957 -9.008 11.189 -0.9394 -1.2324 0.2738 1.4102
Mg 3.644 -10.472 13.032 -0.6470 1.3294 -0.5945 1.3408
Mg 6.434 -9.652 17.101 -1.4498 1.8800 -0.1033 1.4245
S 6.373 -8.999 14.017 -1.5935 0.4610 -0.9620 -0.8028
O 5.451 -10.054 13.581 1.5629 -0.1581 1.1030 0.6570
O 5.713 -7.730 14.144 0.3971 0.4302 -0.4295 -0.4856
O 6.972 -9.307 15.333 1.7152 -0.5488 -1.0480 0.0602
O 7.409 -8.878 12.982 1.1001 0.0311 1.3113 0.4270
S 6.176 -4.593 16.281 0.0770 1.2868 1.0688 1.1826
O 7.137 -4.174 15.202 -0.7157 -0.7656 0.0267 -0.8068
O 5.227 -5.705 15.821 0.6166 0.6822 0.3090 -0.5226
O 6.921 -5.157 17.430 0.1467 0.1299 -0.4850 -0.9278
O 5.382 -3.423 16.682 0.1912 -0.6910 -0.4895 -0.7498
S 1.812 -8.032 12.514 -0.9994 0.0310 -0.0784 1.5250
O 0.617 -7.904 13.356 0.7385 -0.0647 -0.1646 -0.7821
O 1.634 -7.411 11.205 0.2391 -0.0131 0.0443 -0.7501
O 3.010 -7.387 13.196 -0.4958 -0.3947 -0.6385 -0.5880
O 2.151 -9.500 12.318 -0.3860 0.7151 0.3270 -0.6743
S 5.472 -10.983 10.486 -0.0729 -1.6855 0.4397 0.8928
O 6.512 -9.870 10.346 -0.3918 -0.0090 -0.5008 -0.6747
O 4.302 -10.408 11.223 0.8974 -0.4259 -1.0835 -0.5970
O 5.087 -11.475 9.176 0.0971 0.6730 -0.1292 -0.7018
O 6.073 -12.073 11.290 0.2349 0.6870 -0.0506 -0.7968
S 3.293 -9.474 16.142 0.2710 0.9950 -0.5046 0.0840
O 3.136 -10.208 14.850 -0.2396 -0.3839 1.5124 -0.7973
O 2.219 -9.703 17.065 -0.1535 -0.3722 0.0506 -0.7212
O 4.597 -9.966 16.773 -0.5087 -0.4513 -0.2122 -0.3609
O 3.440 -8.023 15.830 0.1802 -1.0505 0.8674 -0.7281
O 8.488 -5.194 13.225 -0.4496 -0.4026 -0.0014 -0.8080
H 7.926 -4.788 14.004 0.4442 -0.4389 -0.4152 0.4700
H 8.234 -6.132 13.239 -0.2560 0.3645 0.4339 0.2800
O 5.990 -7.610 17.486 0.5030 -0.9588 0.2556 -0.6334
H 6.533 -7.045 18.054 -0.1892 0.4278 -0.4106 0.3401
H 5.707 -6.976 16.750 -0.0876 -0.3110 0.4988 0.2838
O 8.986 -10.765 11.510 0.7563 -0.3272 -0.3363 -0.4608
H 8.611 -11.667 11.583 -0.6163 0.5469 0.0440 0.2392
H 9.935 -10.836 11.648 -0.1639 -0.1831 0.1674 0.1972
O 7.393 -12.222 13.994 -0.2227 0.8421 0.7385 -0.6825
H 6.693 -11.521 14.013 0.2378 -0.9664 -0.6542 0.0797
H 8.125 -11.716 14.384 -0.0404 -0.3884 -0.2094 0.4236
O 4.827 -5.244 13.166 -0.4019 0.7491 -0.4498 -0.2643
H 4.554 -4.335 13.354 0.2215 -0.1338 0.0725 0.2495
H 5.592 -5.170 12.590 0.1490 -0.1494 0.2974 0.1425
O 8.360 -9.287 17.791 0.6353 -0.1652 0.4262 -0.4642
H 8.947 -8.669 17.333 -0.4279 0.1095 0.0359 0.2345
H 8.913 -9.789 18.400 -0.0971 0.0932 -0.0903 0.2301
O 9.603 -7.898 11.631 0.5370 1.2349 -0.1302 -0.3823
H 10.541 -8.044 11.472 -0.0974 0.1294 0.0340 0.2260
H 9.491 -6.930 11.822 0.1133 -0.9602 0.0076 0.2276
O 7.044 -7.338 10.686 -0.5477 1.2625 -0.6921 -0.4587
H 6.097 -7.469 10.477 0.3264 -0.3075 0.1719 0.2715
H 7.209 -6.387 10.688 -0.0550 -0.1483 0.1414 0.2695
O 6.890 -11.574 17.007 -0.1728 -1.2283 0.4815 -0.3880
H 6.202 -12.136 16.606 0.1360 0.4473 -0.0350 0.2617
H 7.687 -12.112 17.041 0.0083 0.1695 -0.2785 0.2069
O 9.469 -10.587 14.909 0.6932 0.3785 0.4036 -0.7127
H 9.017 -9.736 15.051 -0.3571 -0.2670 -0.2442 0.0949
H 10.412 -10.419 15.023 -0.1546 -0.0172 -0.0676 0.2903

No. 3
52
Properties=species:S:1:pos:R:3:forces:R:3:mulliken_charge:R:1 method="wB97M-V/def2-TZVPD" gap_ev=5.182 largest_force_ev_per_a=4.15 charge=-4 e_homo_ha=0.080
Zn 19.696 -2.848 -0.592 -1.0995 -1.3087 2.0356 0.5203
N 19.105 -2.929 5.136 0.4953 -1.1991 0.2388 -0.1671
H 18.184 -2.767 4.588 0.0276 0.7223 0.3236 0.0226
H 19.910 -3.294 4.516 -0.5742 0.4644 -0.1570 0.3450
H 18.920 -3.653 5.830 -0.2302 0.0764 -0.1502 0.4166
H 19.400 -2.114 5.661 -0.2073 0.4062 -0.5059 0.4016
N 17.284 -3.869 1.853 -1.1074 1.1306 -1.0494 0.5519
H 16.371 -4.450 1.737 1.3535 0.7047 0.6720 0.6395
H 17.394 -3.265 0.951 0.0652 -0.8767 1.5550 -0.0093
H 18.119 -4.439 1.930 0.1621 -0.2237 -0.2126 0.2524
H 17.225 -3.169 2.672 -0.5942 -0.7415 -0.7236 0.1931
N 14.716 -4.128 -1.213 1.4270 -0.2503 0.3099 -0.3166
H 14.941 -4.731 -0.381 -0.4368 0.0076 -0.1632 0.1236
H 14.850 -3.110 -0.919 -0.2770 0.5193 0.3714 0.4744
H 13.868 -4.408 -1.681 -0.2796 -0.0051 0.3075 0.3495
H 15.499 -4.146 -1.872 -0.0761 -0.5864 0.1046 0.3837
N 16.701 -7.269 3.454 0.6677 0.3865 0.2160 -0.3826
H 16.488 -6.483 4.074 0.1202 0.0397 -0.0989 0.3472
H 17.294 -6.909 2.678 -0.5116 -0.4516 0.2060 0.1963
H 15.715 -7.601 3.159 -0.8152 0.6288 -0.9796 0.3931
H 17.179 -7.996 3.975 0.3418 0.1936 -0.0610 0.3707
S 13.855 -6.308 1.852 -0.7122 0.7595 -0.9399 1.0585
O 15.102 -5.497 1.590 -0.0777 -0.2347 -0.4568 -0.7906
O 12.839 -5.510 2.519 -0.0365 -0.0126 -0.0278 -0.7001
O 13.354 -6.838 0.553 0.4301 0.0906 0.3575 -0.8107
O 14.261 -7.430 2.753 0.5101 -1.1966 0.4900 -0.8894
S 15.717 -1.802 4.920 -1.4127 0.2583 1.7733 1.1585
O 16.205 -0.618 5.673 0.1571 -0.3323 -0.1735 -0.7797
O 14.462 -1.512 4.223 0.5693 0.0300 -0.3436 -0.7454
O 16.823 -2.187 3.949 0.7219 -0.5257 -0.4921 -1.0587
O 15.531 -2.959 5.835 0.5034 -0.0947 -0.0130 -0.8188
S 19.948 -6.097 -0.366 1.8170 -2.0312 -1.4050 0.9608
O 19.168 -6.754 0.698 -0.2323 0.3031 0.6084 -0.6889
O 19.321 -4.749 -0.621 -0.9226 1.7107 -0.6528 -0.3448
O 21.363 -5.912 -0.040 -0.2002 0.3184 0.5888 -0.7069
O 19.871 -6.869 -1.632 -0.6238 0.2280 0.2712 -0.7610
S 16.860 -1.127 -0.663 0.8035 2.6881 -0.7947 1.1768
O 17.855 -2.203 -0.252 1.0324 -0.5418 -0.5980 -0.4140
O 15.554 -1.785 -0.600 -1.1282 -0.4789 0.0297 -0.8798
O 16.965 0.007 0.247 -0.2415 -0.6476 0.0593 -0.7419
O 17.173 -0.672 -2.035 0.0122 -0.8498 0.0494 -0.8009
S 21.212 -2.913 2.421 0.7840 3.4486 2.1798 1.0165
O 20.962 -1.698 3.228 0.1230 -0.2898 -0.3578 -0.7486
O 20.778 -4.016 3.337 -0.1693 -1.0023 -0.5387 -1.0698
O 20.280 -2.827 1.239 0.3320 -0.4647 -0.5425 -0.1760
O 22.628 -2.956 2.061 -0.4675 -0.9834 -0.7135 -0.7480
O 20.691 -6.642 3.624 -0.3480 0.2455 0.3058 -0.7879
H 20.797 -5.645 3.583 0.0048 -0.8267 -0.3996 0.5717
H 20.230 -6.853 2.796 0.2969 0.2347 -0.1658 0.3171
O 18.297 -0.153 2.974 -0.2887 0.0316 0.2297 -0.6733
H 17.837 -0.820 3.543 0.1426 0.7265 -0.7017 0.4449
H 17.679 -0.008 2.239 0.1697 -0.1975 0.1344 0.3242

No. 4
34
Properties=species:S:1:pos:R:3:forces:R:3:mulliken_charge:R:1 method="wB97M-V/def2-TZVPD" gap_ev=10.529 largest_force_ev_per_a=3.53 charge=-1 e_homo_ha=-0.279
N -0.032 -0.294 0.129 1.1941 0.5347 0.1878 0.9219
O 0.912 -0.455 0.945 -0.5293 -0.3798 -0.0023 -0.6370
O -0.200 -1.087 -0.788 -0.6165 -1.1972 -0.4834 -0.7375
O -0.723 0.717 0.214 -0.6254 0.3432 0.2300 -0.6316
O 0.670 1.960 2.245 -0.8719 0.4872 1.3341 -0.7832
H 0.563 1.137 1.750 0.2723 -0.3061 -0.1015 0.3342
H -0.181 2.023 2.732 0.8069 0.0364 -0.4545 0.3407
O -0.092 -3.366 -2.682 0.6346 -0.7272 3.3942 -0.6268
H -0.396 -3.008 -3.466 -0.9272 1.3465 -2.3802 0.2829
H -0.253 -2.701 -1.968 0.3257 -0.6791 -0.9814 0.4166
O 3.537 0.379 0.184 0.1860 0.0103 0.1174 -0.5915
H 2.866 -0.099 0.675 -0.7787 0.2674 -0.0129 0.3147
H 4.211 -0.296 0.192 0.7043 -0.1542 -0.2974 0.3229
O 1.625 -0.436 -2.646 0.1090 0.7834 -0.0900 -0.6640
H 0.856 -0.618 -2.083 0.2298 -0.1830 -0.1344 0.3883
H 1.938 0.419 -2.303 0.0769 -0.4622 -0.1374 0.3164
O 0.857 3.475 0.059 -0.0335 -0.9619 -1.2101 -0.5985
H 0.717 3.040 0.906 0.0389 -0.2665 0.5871 0.4424
H 0.893 4.396 0.212 0.0351 1.3848 0.3004 0.2523
O -3.396 1.319 0.250 0.2377 -0.3283 0.0583 -0.6670
H -3.656 1.521 -0.658 0.4231 -0.0514 0.1692 0.3108
H -2.534 0.834 0.221 -0.8469 0.6816 -0.2432 0.3200
O -1.514 2.479 -2.159 -1.1994 0.5246 -1.6941 -0.6633
H -1.184 2.274 -1.305 0.9979 -0.4122 1.1291 0.3478
H -0.914 2.169 -2.845 0.1836 -0.0949 0.5334 0.2998
O 2.885 -2.047 2.309 0.8742 -0.6438 0.3376 -0.6562
H 2.864 -1.174 2.694 -0.2922 0.3354 0.0388 0.3097
H 2.216 -2.079 1.632 -0.5670 0.2967 -0.3096 0.3346
O -1.204 -1.998 2.638 -1.5991 0.4204 2.0164 -0.6309
H -1.810 -1.276 2.420 0.0925 -0.2529 -0.0821 0.3250
H -0.678 -2.110 1.889 1.4301 -0.2246 -1.9005 0.3009
O -3.188 -1.653 -0.149 0.5911 -0.8913 -0.3981 -0.6051
H -2.626 -2.430 -0.382 -0.5804 0.9384 0.2258 0.3056
H -3.028 -1.017 -0.861 0.0234 -0.1743 0.2534 0.3053

Total energy for every record listed, in sequence, given in Eh: -1.00309 -5061.38720 -5656.61276 -1044.85644.